Below is a single C16H19N3S molecule, with properties calculated with the ωB97M-V functional and the def2-TZVPD basis.

XYZ file:
```
39
Properties=species:S:1:pos:R:3
C 1.50 -0.19 -1.45
C 2.53 -0.26 -0.32
C 3.89 0.24 -0.81
C 2.01 0.50 0.88
C 2.42 1.79 1.18
C 1.89 2.50 2.24
C 0.91 1.92 3.04
C 0.48 0.64 2.76
C 1.01 -0.07 1.69
N 0.55 -1.38 1.43
C -0.73 -1.76 1.19
S -1.04 -3.35 0.86
N -1.69 -0.81 1.26
C -3.00 -1.00 0.67
C -2.97 -0.60 -0.78
C -2.67 -1.52 -1.78
C -2.55 -1.08 -3.08
N -2.71 0.19 -3.44
C -3.00 1.07 -2.49
C -3.13 0.73 -1.16
H 1.87 -0.72 -2.32
H 0.56 -0.63 -1.16
H 1.32 0.85 -1.73
H 2.66 -1.31 -0.03
H 4.61 0.29 0.01
H 4.28 -0.45 -1.56
H 3.81 1.22 -1.27
H 3.18 2.26 0.58
H 2.23 3.50 2.45
H 0.49 2.46 3.87
H -0.26 0.16 3.38
H 1.23 -2.10 1.27
H -1.37 0.15 1.29
H -3.25 -2.06 0.77
H -3.72 -0.40 1.23
H -2.53 -2.56 -1.53
H -2.32 -1.76 -3.89
H -3.12 2.09 -2.83
H -3.36 1.49 -0.42
```

Results
HOMO in eV: -8.323
LUMO in Ha: 0.0238
Gap between HOMO and LUMO in eV: 8.972
Energy above the lowest of the compared OMol25 structures with the same formula, charge and spin in kcal per mole: 0.0